# 1
The following is a quantum chemistry calculation of a 3-piece molecular cluster, C9H14N2O overall, from the OMol25 dataset.

Output
total energy = -14580.57402 eV
LUMO energy = 0.378 eV
HOMO energy = -8.080 eV

The geometry in ORCA input format:
```
! RIJCOSX wB97M-V def2-TZVPD def2/J DEFGRID3
* xyz 0 1
C -0.261 2.391 1.610
C 0.650 1.704 0.381
C 1.970 1.433 0.539
C 2.317 0.544 -0.487
C 1.160 0.021 -1.137
C 1.178 -1.002 -2.164
C -1.217 0.677 -0.762
C -1.743 -0.139 0.490
C -1.435 -1.562 0.465
H -1.328 1.763 1.543
H -0.210 3.888 1.513
H 0.322 2.197 2.950
H 2.577 2.202 1.025
H 3.199 0.014 -0.822
H 0.417 -1.814 -1.829
H 2.215 -1.298 -2.347
H 0.756 -0.913 -3.239
H -1.708 1.586 -0.490
H -1.461 0.169 -1.637
H -2.923 -0.005 0.724
H -1.250 0.542 1.407
H 0.426 -1.208 1.788
H 0.196 -2.646 1.031
N 0.126 0.766 -0.476
N -0.361 -1.855 1.241
O -1.913 -2.655 -0.073
*
```

=====

# 2
The following is a quantum chemistry calculation of C4H7GdO3 as an isolated structure, from the OMol25 dataset.

Output
expectation value of S² = 20.046
total energy = -31229.56300 eV
LUMO energy (spin up / spin down) = -4.343 / -5.358 eV
HOMO energy (spin up / spin down) = -12.156 / -12.529 eV

The geometry in ORCA input format:
```
! RIJCOSX wB97M-V def2-TZVPD def2/J DEFGRID3
* xyz 1 9
H 3.314 -0.774 -0.811
O -0.215 0.414 0.890
C 1.100 0.333 0.707
O 1.690 1.422 0.920
Gd 2.435 2.424 -1.195
O 1.674 -0.803 0.401
C 2.298 -0.355 -0.859
H 1.764 -0.888 -1.659
C -1.156 -0.555 0.404
H -0.804 -1.024 -0.523
H -1.228 -1.357 1.149
C -2.469 0.156 0.188
H -2.661 0.892 0.980
H -2.464 0.702 -0.764
H -3.278 -0.587 0.173
*
```